Molecular formula: C24H37FN2O2
Method: DFT, wB97M-V/def2-TZVPD

CARTESIAN COORDINATES (ANGSTROEM)
1 C -4.85292 -1.11409 -3.87863
2 C -4.02717 -1.52065 -2.69268
3 C -3.85456 -0.70562 -1.58150
4 C -3.09718 -1.11272 -0.48801
5 C -2.97870 -0.27066 0.74755
6 O -3.19940 -0.75774 1.84464
7 N -2.66849 1.05362 0.59977
8 C -2.65318 1.84196 1.82052
9 C -1.86840 1.57578 -0.50333
10 C -0.37892 1.65658 -0.17221
11 C 0.21578 0.30343 0.19548
12 C 1.71114 0.36374 0.47664
13 C 2.29232 -0.99585 0.84080
14 C 3.79208 -0.96208 1.11268
15 N 4.57315 -0.54946 -0.04180
16 C 4.82931 -1.40818 -1.06084
17 O 4.47522 -2.57463 -1.01980
18 C 5.57635 -0.87516 -2.27362
19 C 6.00752 0.59137 -2.30244
20 C 7.22342 0.81203 -1.39362
21 C 7.67776 2.26555 -1.36406
22 C 7.99656 2.74758 -2.77370
23 C 6.80368 2.53332 -3.69656
24 C 6.31697 1.08169 -3.72901
25 C 5.11895 0.97332 -4.66882
26 C -2.50455 -2.36774 -0.49025
27 C -2.63986 -3.19584 -1.59302
28 C -3.39308 -2.75390 -2.66025
29 F -3.53225 -3.56417 -3.73187
30 H -4.24765 -1.08150 -4.78555
31 H -5.65899 -1.82638 -4.05766
32 H -5.29065 -0.13009 -3.71942
33 H -4.33583 0.26610 -1.56433
34 H -3.52584 1.59872 2.42002
35 H -1.76602 1.64451 2.42939
36 H -2.67316 2.89843 1.55303
37 H -2.00616 0.93556 -1.37095
38 H -2.25109 2.56658 -0.76278
39 H 0.13820 2.06367 -1.04685
40 H -0.21227 2.36927 0.64142
41 H -0.29678 -0.09807 1.07642
42 H 0.02880 -0.40789 -0.61700
43 H 2.22598 0.75830 -0.40632
44 H 1.89909 1.07457 1.29082
45 H 1.78905 -1.38210 1.73247
46 H 2.10411 -1.71109 0.03624
47 H 4.01555 -0.26854 1.92635
48 H 4.13536 -1.95262 1.40923
49 H 4.82920 0.41567 -0.13940
50 H 6.45016 -1.52157 -2.39521
51 H 4.91996 -1.10999 -3.11163
52 H 5.17704 1.22197 -1.94763
53 H 7.01690 0.45185 -0.38298
54 H 8.04195 0.18880 -1.77380
55 H 6.88205 2.88914 -0.93947
56 H 8.54619 2.37718 -0.71155
57 H 8.28470 3.80093 -2.76705
58 H 8.85653 2.18732 -3.15697
59 H 5.97182 3.16777 -3.36400
60 H 7.04744 2.85272 -4.71302
61 H 7.13120 0.45791 -4.12282
62 H 4.25463 1.49431 -4.24666
63 H 5.34757 1.43935 -5.62880
64 H 4.82537 -0.05565 -4.87106
65 H -1.94402 -2.69214 0.37641
66 H -2.18080 -4.17404 -1.63380

The energy relative to the best compared isomer or geometry (same formula, charge and spin) is 31.8 kJ/mol. As for the SMILES: Cc1cc(C(=O)N(C)CCCCCCNC(=O)C[C@H]2CCCC[C@@H]2C)ccc1F. As for the total energy: -35283.29983 eV. The net charge is 0. For the gap between HOMO and LUMO, the calculation gives 9.614 eV.

***

Molecular formula: C24H38BCl16F8N3O5
Method: DFT, wB97M-V/def2-TZVPD

CARTESIAN COORDINATES (ANGSTROEM)
1 C 7.16106 -1.01023 0.58389
2 C 6.36292 -1.28728 -0.71366
3 C 5.06130 -2.04558 -0.40916
4 C 5.25653 -3.54784 -0.71370
5 C 3.90732 -1.60273 -1.31509
6 O 3.60586 -0.23081 -1.35841
7 C 3.13921 0.37523 -0.15242
8 N 4.28948 0.87527 0.60840
9 B 2.29458 -0.53774 0.86984
10 N 1.43532 -1.67717 0.52924
11 O 2.37142 -0.16686 2.20334
12 C 2.43713 1.71919 -0.55607
13 C 1.85949 2.43471 0.66701
14 C 1.26183 3.77627 0.19097
15 C 1.01536 4.76661 1.32902
16 C 2.35850 5.39863 1.75976
17 C 0.20727 4.16861 2.49511
18 O 1.60113 1.74593 -1.70642
19 C 0.49536 0.92668 -1.80655
20 N -0.28713 0.78788 -0.61484
21 O 0.74536 -0.37915 -2.22241
22 C -0.36106 1.56259 -2.97569
23 C -1.85623 1.34503 -2.93609
24 O -2.47442 2.50091 -2.34210
25 C -3.43423 2.26466 -1.35919
26 C -4.78837 1.90983 -1.96689
27 F -5.14031 2.91596 -2.77932
28 F -4.75754 0.75028 -2.64232
29 C -5.89962 1.80894 -0.90124
30 F -5.79206 2.77259 0.01255
31 F -7.08050 2.00492 -1.52798
32 C -5.99989 0.44814 -0.17395
33 F -4.82307 -0.18753 -0.10159
34 F -6.38089 0.69062 1.08763
35 C -7.05001 -0.51780 -0.79841
36 F -8.24192 -0.34452 -0.24255
37 F -6.65351 -1.77397 -0.50406
38 H 7.08622 0.03790 0.84177
39 H 8.19114 -1.31642 0.44598
40 H 6.77435 -1.59977 1.40760
41 H 6.11800 -0.36438 -1.22532
42 H 6.97642 -1.87580 -1.38560
43 H 4.79059 -1.98154 0.64322
44 H 5.85248 -3.65902 -1.60923
45 H 4.29901 -4.04327 -0.82153
46 H 5.80128 -3.98848 0.11617
47 H 3.03748 -2.24380 -1.18696
48 H 4.26626 -1.85503 -2.31561
49 H 4.66583 0.17782 1.22724
50 H 4.98806 1.22820 -0.02828
51 H 1.84106 -2.57996 0.73608
52 H 0.55375 -1.57914 1.01034
53 H 2.39785 -0.99594 2.69194
54 H 3.28812 2.33945 -0.83176
55 H 2.64348 2.61049 1.38847
56 H 1.04000 1.89357 1.11600
57 H 1.81845 4.20705 -0.63513
58 H 0.27866 3.52487 -0.21540
59 H 0.41660 5.56882 0.90620
60 H 2.22535 6.46230 1.91599
61 H 3.06261 5.27932 0.94170
62 H 2.80212 4.89847 2.61310
63 H -0.15987 3.17733 2.25349
64 H 0.77866 4.16172 3.41489
65 H -0.67248 4.78142 2.66444
66 H -0.77406 1.62167 -0.33205
67 H -0.85842 -0.03819 -0.61632
68 H 1.35928 -0.33740 -2.97518
69 H -0.01219 1.06666 -3.87380
70 H -0.10689 2.61351 -3.05398
71 H -2.17284 0.40647 -2.49138
72 H -2.18997 1.32058 -3.97132
73 H -3.50514 3.15179 -0.74588
74 H -3.11310 1.44526 -0.71167
75 H -7.07400 -0.42630 -1.87933
76 C -1.72371 -1.06470 3.43041
77 Cl -0.47910 -2.25350 3.84126
78 Cl -3.25433 -1.89207 3.18158
79 Cl -1.88446 0.10259 4.74431
80 Cl -1.24139 -0.21277 1.94779
81 C 2.78421 0.80846 -5.79960
82 Cl 3.10710 -0.04577 -4.27888
83 Cl 4.31659 1.06795 -6.64110
84 Cl 1.71293 -0.16946 -6.81115
85 Cl 2.03792 2.36993 -5.47857
86 C -5.93688 -4.55845 5.21126
87 Cl -5.81591 -3.22762 6.36700
88 Cl -5.74801 -3.92601 3.57356
89 Cl -4.65962 -5.73157 5.53683
90 Cl -7.51484 -5.33471 5.36402
91 C -5.71017 -8.29383 2.12312
92 Cl -6.03518 -6.57028 1.88950
93 Cl -6.87811 -9.24178 1.19323
94 Cl -4.07515 -8.66217 1.56335
95 Cl -5.85586 -8.71168 3.83005

As for the SMILES: CC[C@H](C)CO[C@](N)(B(N)O)[C@H](CCC(C)C)O[C@](N)(O)CCOCC(F)(F)C(F)(F)C(F)(F)C(F)F.ClC(Cl)(Cl)Cl.ClC(Cl)(Cl)Cl.ClC(Cl)(Cl)Cl.ClC(Cl)(Cl)Cl. As for the total energy: -262986.80428 eV. The net charge is 0. For the gap between HOMO and LUMO, the calculation gives 9.023 eV.

***

Molecular formula: C24H38Cl14N2
Method: DFT, wB97M-V/def2-TZVPD

CARTESIAN COORDINATES (ANGSTROEM)
1 Cl -5.51187 -1.05656 -4.69693
2 C -3.97796 -1.58947 -5.45211
3 C -3.27505 -2.60598 -4.61151
4 Cl -2.37728 -1.81899 -3.26670
5 H -3.36179 -0.70325 -5.56677
6 H -4.22842 -1.98764 -6.43138
7 H -2.59008 -3.22064 -5.19045
8 H -3.97306 -3.27541 -4.11252
9 Cl 2.19849 -0.37560 -0.11268
10 C 0.45241 -0.35160 0.19662
11 C -0.33647 -0.45475 -1.07879
12 Cl -0.37476 1.14714 -1.88892
13 H 0.17592 0.51877 0.78499
14 H 0.23292 -1.22478 0.81669
15 H -1.34920 -0.76797 -0.83043
16 H 0.10442 -1.14838 -1.78453
17 Cl -5.23563 3.66383 -2.41690
18 C -4.72596 2.19118 -3.27598
19 C -3.26833 2.18696 -3.59371
20 Cl -2.75092 3.55759 -4.61257
21 H -5.34206 2.06279 -4.16273
22 H -4.93199 1.35069 -2.61158
23 H -3.00654 1.26580 -4.11093
24 H -2.68140 2.23728 -2.68332
25 Cl -2.18730 -2.79211 1.29504
26 C -3.89828 -3.33004 1.15109
27 C -4.04782 -4.62318 0.39206
28 Cl -3.33728 -4.56498 -1.22552
29 H -4.43772 -2.51850 0.67365
30 H -4.25508 -3.47287 2.16784
31 H -5.11653 -4.80626 0.27849
32 H -3.60924 -5.44922 0.94337
33 Cl 1.60142 -0.32134 4.33621
34 C 2.20551 -1.86553 3.66753
35 C 2.63626 -2.81288 4.74589
36 Cl 1.33247 -3.15798 5.92636
37 H 3.08064 -1.55531 3.09998
38 H 1.46877 -2.30833 3.01035
39 H 3.46397 -2.41721 5.32793
40 H 2.92751 -3.76641 4.31165
41 Cl 2.26331 -3.57001 -1.80958
42 C 3.71809 -4.19639 -1.02382
43 C 3.74656 -3.81543 0.43374
44 Cl 2.30541 -4.38627 1.33124
45 H 4.53304 -3.69874 -1.54519
46 H 3.73914 -5.25937 -1.23173
47 H 3.71934 -2.73117 0.51424
48 H 4.63849 -4.20895 0.91418
49 Cl -0.81892 5.27656 -1.50230
50 C 0.73626 4.57545 -2.02864
51 C 1.54804 4.25538 -0.82231
52 Cl 3.24139 3.87412 -1.28283
53 H 1.25945 5.30791 -2.63999
54 H 0.55128 3.69511 -2.63592
55 H 1.15490 3.38000 -0.31339
56 H 1.59255 5.11943 -0.17058
57 N 4.96732 3.93416 1.73776
58 C 3.83558 3.44290 2.21860
59 C 3.54432 2.08859 2.30791
60 C 4.48928 1.18284 1.87971
61 C 5.66354 1.68232 1.35230
62 C 5.87796 3.05675 1.35393
63 H 3.06781 4.15343 2.51647
64 H 2.61824 1.77059 2.76576
65 H 4.27213 0.12338 1.87870
66 H 6.48543 1.02270 1.09204
67 H 6.79764 3.46108 0.94218
68 N -1.44243 3.46872 2.11124
69 C -0.90749 2.80489 3.11352
70 C -1.00704 1.42648 3.27890
71 C -1.68676 0.69151 2.31449
72 C -2.21046 1.36531 1.22865
73 C -2.07852 2.75591 1.17876
74 H -0.38066 3.39479 3.85900
75 H -0.52261 0.93891 4.11492
76 H -1.76525 -0.38974 2.36830
77 H -2.68901 0.84411 0.40812
78 H -2.54996 3.32386 0.38284

The energy relative to the best compared isomer or geometry (same formula, charge and spin) is 0.0 kJ/mol. As for the SMILES: c1ccncc1.c1ccncc1.ClCCCl.ClCCCl.ClCCCl.ClCCCl.ClCCCl.ClCCCl.ClCCCl. As for the total energy: -203800.02253 eV. The net charge is 0. For the gap between HOMO and LUMO, the calculation gives 9.710 eV.